(1)
Computed, not measured: a structure of composition C46H109AlB2N7O22 in a non-equilibrium geometry, with ωB97M-V/def2-TZVPD.

Results
2S+1	2
HOMO (alpha / beta)	-8.25 / -8.25	eV
<S²>	0.756
frontier orbital gap (alpha / beta)	7.93 / 4.37	eV
calculated total energy	-4148.4151	a.u.

Each line ends with the Mulliken spin population.
Atoms and positions in Å:
Al: -0.1721 -3.4757 -0.7563  -0.084
B: -0.1084 -0.4987 -0.9361  0.529
H: 0.7690 -0.7658 -0.3676  -0.044
H: -0.0558 -1.0761 -1.8462  0.010
H: -0.9470 -0.8369 -0.3474  0.035
H: -0.1129 0.5626 -1.1305  -0.007
O: -3.0735 -0.9490 3.5796  0.000
C: -3.8454 -0.9181 2.6049  0.000
O: -4.9640 -0.2053 2.4650  0.000
B: -5.5754 -0.3708 1.1278  0.004
O: -4.6572 -1.3316 0.4823  0.005
C: -3.5879 -1.5015 1.2225  0.035
O: -2.6600 -2.2608 0.9486  0.042
O: -6.9643 -0.9396 1.2362  0.000
C: -7.8530 -0.1000 0.7678  0.000
O: -9.0476 -0.2181 0.5958  0.000
C: -7.0520 1.1431 0.2890  0.000
O: -5.7751 0.8643 0.3971  0.000
O: -7.5514 2.2270 -0.0618  0.000
C: 3.1626 -1.0272 4.8200  0.000
O: 2.4363 -1.1539 3.6040  -0.002
C: 1.0678 -0.7088 3.7070  0.011
C: 0.2602 -1.1019 2.4374  0.019
N: 0.3708 -2.5211 2.1687  0.088
C: -0.5471 -3.2634 3.0721  0.016
C: -0.4183 -4.6848 2.9015  0.003
O: -0.5220 -5.2372 1.6003  0.020
C: -0.7038 -6.6614 1.5999  0.017
H: 3.1464 -0.0301 5.2600  0.000
H: 4.2313 -1.2356 4.7704  0.000
H: 2.7734 -1.7658 5.5209  0.000
H: 1.1744 0.3692 3.8283  0.001
H: 0.6157 -1.0444 4.6404  0.000
H: 0.5896 -0.4955 1.5937  -0.012
H: -0.7764 -0.7905 2.5665  0.000
H: 1.3506 -2.6698 2.3640  0.008
H: -1.6108 -3.0903 2.9087  0.003
H: -0.3729 -2.9636 4.1055  0.003
H: -0.9278 -5.1622 3.7386  0.000
H: 0.6130 -4.8148 3.2298  -0.003
H: 0.1162 -7.1070 2.1631  0.001
H: -0.6198 -7.0116 0.5711  -0.012
H: -1.6527 -7.0003 2.0156  0.002
C: -0.5346 -3.3232 -4.6795  0.004
O: 0.3549 -3.0708 -3.5750  0.016
C: 1.6006 -2.4053 -3.9757  0.012
C: 2.7670 -2.8937 -3.0839  0.008
N: 2.5409 -2.5774 -1.6820  0.059
C: 3.7472 -2.8860 -0.9025  0.021
C: 3.4105 -3.0150 0.5467  -0.008
O: 2.4290 -4.0604 0.7524  0.024
C: 2.8244 -5.3850 0.5934  0.012
H: -1.1661 -4.1725 -4.4191  -0.006
H: 0.0664 -3.6264 -5.5368  0.002
H: -1.0658 -2.4577 -5.0755  0.003
H: 1.4745 -1.3227 -3.9943  -0.008
H: 1.8678 -2.7117 -4.9870  0.000
H: 3.6678 -2.3862 -3.4290  0.008
H: 2.8952 -3.9761 -3.0725  -0.002
H: 2.5194 -1.5683 -1.6457  -0.002
H: 4.5071 -2.1185 -1.0494  0.000
H: 4.1555 -3.8289 -1.2663  0.006
H: 2.9445 -2.1191 0.9569  0.006
H: 4.3513 -3.1919 1.0679  -0.001
H: 3.1226 -5.6520 -0.4204  -0.002
H: 2.0581 -6.1073 0.8747  -0.008
H: 3.6673 -5.6156 1.2450  0.002
C: 1.0823 2.5840 1.1374  0.004
O: 2.3175 3.0606 1.7979  0.000
C: 2.1787 4.2612 2.5102  0.000
C: 3.5205 5.0069 2.6647  0.000
N: 4.0011 5.6575 1.4720  0.000
C: 5.3624 6.0896 1.7163  0.000
C: 6.3479 5.6655 0.6246  0.000
O: 6.2237 4.2501 0.3473  0.000
C: 6.7648 3.4244 1.3997  0.000
H: 1.2409 1.7141 0.5000  -0.006
H: 0.8144 3.2891 0.3505  -0.001
H: 0.3264 2.3182 1.8764  0.000
H: 1.8302 3.9795 3.5038  0.000
H: 1.5093 4.9322 1.9718  0.000
H: 4.3536 4.3786 2.9797  0.000
H: 3.4078 5.7138 3.4866  0.000
H: 4.0794 4.9016 0.8067  0.000
H: 5.9196 5.6228 2.5284  0.000
H: 5.3219 7.1788 1.7294  0.000
H: 7.3771 5.8712 0.9190  0.000
H: 6.1538 6.2864 -0.2500  0.000
H: 6.8744 2.3970 1.0525  0.000
H: 6.0999 3.4525 2.2630  0.000
H: 7.7663 3.6897 1.7384  0.000
C: -3.9853 -8.8442 0.0855  0.000
O: -3.4853 -7.5517 0.3517  0.000
C: -4.4853 -6.5499 0.2911  0.007
C: -3.7467 -5.2040 0.3407  -0.006
N: -2.7574 -5.2014 -0.6832  0.119
C: -3.3098 -5.0303 -2.0358  0.036
C: -3.7826 -3.5517 -2.2661  -0.008
O: -2.7821 -2.5742 -2.2357  0.041
C: -3.1995 -1.2701 -2.7409  0.004
H: -3.1606 -9.5351 0.2606  0.000
H: -4.2672 -8.8653 -0.9672  0.000
H: -4.7721 -9.2001 0.7505  0.000
H: -5.1264 -6.6870 1.1620  0.002
H: -5.2125 -6.6027 -0.5192  0.001
H: -3.1621 -5.1449 1.2588  0.001
H: -4.3929 -4.3268 0.3092  -0.001
H: -2.6222 -6.2020 -0.6594  -0.014
H: -4.0830 -5.7917 -2.1391  0.010
H: -2.5297 -5.3319 -2.7348  -0.012
H: -4.5732 -3.3286 -1.5496  -0.004
H: -4.2639 -3.5322 -3.2439  -0.002
H: -2.2897 -0.6756 -2.8241  -0.005
H: -3.8921 -0.7187 -2.1050  0.001
H: -3.6544 -1.2969 -3.7311  0.002
C: -0.1706 3.0843 -2.9536  -0.002
O: 0.4977 2.6661 -4.0692  -0.001
C: -0.2906 2.4775 -5.2427  0.000
C: -1.2058 1.2621 -5.3800  0.000
N: -2.4633 1.3139 -4.6652  0.000
C: -3.3658 2.3704 -5.0758  0.000
C: -4.6460 2.5403 -4.2662  0.000
O: -4.3371 3.0305 -2.9764  0.000
C: -5.5148 3.5017 -2.3549  0.000
H: 0.5255 3.1281 -2.1159  0.000
H: -1.0015 2.4324 -2.6840  0.002
H: -0.4166 4.1392 -3.0749  0.000
H: 0.4575 2.5423 -6.0327  0.000
H: -0.8530 3.4027 -5.3684  0.000
H: -0.6460 0.4752 -4.8745  0.000
H: -1.3550 1.0126 -6.4305  0.000
H: -2.4630 1.3238 -3.6553  -0.001
H: -3.6176 2.0610 -6.0902  0.000
H: -2.8522 3.3126 -5.2672  0.000
H: -5.2534 1.6416 -4.1595  0.000
H: -5.2203 3.3352 -4.7420  0.000
H: -5.2219 3.8424 -1.3618  0.000
H: -6.2907 2.7448 -2.2402  0.000
H: -5.8688 4.4170 -2.8293  0.000
C: 1.0974 5.7893 6.0902  0.000
O: 0.0737 5.5441 5.1242  0.000
C: -1.2167 5.5715 5.7055  0.000
C: -2.3110 5.4313 4.6665  0.000
N: -2.4496 4.0820 4.1187  0.000
C: -3.6614 4.0456 3.4202  0.000
C: -3.6848 2.8307 2.4503  0.000
O: -2.5617 3.0140 1.5239  0.000
C: -2.5648 1.9689 0.5443  -0.004
H: 0.8378 5.2796 7.0181  0.000
H: 1.1546 6.8408 6.3713  0.000
H: 2.0320 5.4040 5.6823  0.000
H: -1.2378 6.5879 6.0987  0.000
H: -1.3419 4.8630 6.5243  0.000
H: -2.1350 6.0974 3.8219  0.000
H: -3.2197 5.6869 5.2115  0.000
H: -1.7092 3.9699 3.4409  0.000
H: -3.6913 4.9868 2.8713  0.000
H: -4.5309 3.9100 4.0635  0.000
H: -4.6420 2.7078 1.9437  0.000
H: -3.5455 1.9261 3.0421  0.000
H: -3.4884 1.9807 -0.0345  0.000
H: -2.3984 0.9753 0.9604  0.001
H: -1.7365 2.0890 -0.1541  0.000
C: 5.6896 -0.8169 1.7608  0.000
O: 5.1045 -0.4124 0.5789  0.001
C: 4.1064 0.6343 0.6526  0.001
C: 4.0507 1.2938 -0.7869  -0.001
N: 3.0418 0.5891 -1.6090  0.006
C: 2.8509 1.1764 -2.9689  0.002
C: 4.0091 0.7635 -3.9074  0.000
O: 4.0466 1.5682 -5.0593  0.000
C: 4.9069 1.1697 -6.0589  0.000
H: 6.4145 -0.0729 2.0909  0.000
H: 6.2207 -1.7272 1.4827  0.000
H: 4.8844 -0.9706 2.4792  0.000
H: 4.3037 1.4614 1.3345  0.000
H: 3.1602 0.1838 0.9523  0.000
H: 5.0905 1.2717 -1.1132  -0.001
H: 3.6087 2.2790 -0.6382  0.000
H: 2.1247 0.5376 -1.1890  -0.008
H: 2.6180 2.2412 -2.9688  0.000
H: 1.9050 0.8181 -3.3751  -0.002
H: 3.9578 -0.2708 -4.2473  0.001
H: 4.9026 0.9215 -3.3033  0.000
H: 4.7819 1.9004 -6.8580  0.000
H: 4.7352 0.1376 -6.3646  0.000
H: 5.9242 1.2706 -5.6807  0.000


(2)
Computed, not measured: a cluster of 3 separate species, C27H49Cl2FN4O11PS2 in total in a non-equilibrium geometry, with ωB97M-V/def2-TZVPD.

Results
HOMO	-12.72	eV
total charge	+1
frontier orbital gap	8.34	eV
calculated total energy	-4262.5685	a.u.

Each line ends with the Löwdin charge.
Atoms and positions in Å:
C: -3.3668 5.3321 -1.3693  -0.089
C: -1.8672 4.9952 -1.3068  -0.254
C: -1.4182 4.8141 0.1532  -0.197
C: 0.1153 4.7886 0.2200  -0.174
N: 0.5935 3.7873 1.2056  0.026
C: 0.2989 2.4651 0.8614  -0.237
N: 0.5851 2.0365 -0.3511  0.264
N: 0.2881 0.8024 -0.6315  -0.048
N: 0.6110 0.4467 -1.9658  0.063
C: -0.5378 0.4522 -2.8912  -0.203
C: -0.3346 1.4403 -4.0477  -0.192
C: -1.6581 2.1187 -4.4288  -0.253
C: -2.7636 1.1069 -4.7498  -0.101
C: -0.2450 -0.1000 0.1935  -0.137
C: -0.4827 -1.4957 -0.2110  -0.652
Cl: -1.9892 -1.8468 -0.9957  0.786
C: 0.4349 -2.4360 0.0190  -0.703
C: 1.7475 -2.1357 0.6778  -0.047
Cl: 0.1486 -4.0699 -0.4387  0.777
C: -0.5643 0.3067 1.4986  -0.052
C: -1.1457 -0.6597 2.4746  -0.151
C: -2.6812 -0.7396 2.3667  -0.154
P: -3.2623 -1.8438 3.7067  0.484
O: -2.0985 -2.3519 4.4249  -0.234
O: -4.1260 -0.9498 4.6980  -0.177
C: -5.2716 -0.2876 4.1182  -0.248
C: -5.0681 1.2361 4.1381  -0.062
O: -4.2688 -2.9641 3.1895  -0.179
C: -4.1873 -3.3730 1.8022  -0.243
C: -5.2169 -2.6114 0.9567  -0.066
C: -0.3018 1.6171 1.7984  -0.010
C: -0.6142 2.1970 3.1531  -0.302
C: 0.6001 2.0926 4.0880  0.017
F: -1.7628 1.6575 3.6898  0.011
H: -3.6322 5.8694 -0.4646  0.067
H: -3.9471 4.4130 -1.3484  0.071
H: -3.5918 5.9256 -2.2473  0.072
H: -1.6484 4.0425 -1.7883  0.078
H: -1.2489 5.7601 -1.7658  0.112
H: -1.8753 3.9281 0.5970  0.109
H: -1.7769 5.6669 0.7228  0.110
H: 0.4406 5.7511 0.5945  0.124
H: 0.5637 4.5933 -0.7514  0.107
H: 1.5686 3.9167 1.4457  0.147
H: 1.1296 -0.4197 -1.9632  0.128
H: -1.4732 0.7193 -2.4034  0.103
H: -0.6577 -0.5398 -3.3131  0.106
H: 0.3730 2.2187 -3.7730  0.108
H: 0.0257 0.9355 -4.9421  0.113
H: -1.4856 2.7269 -5.3118  0.108
H: -1.9499 2.7895 -3.6242  0.082
H: -3.4105 0.9279 -3.8926  0.068
H: -3.4189 1.4807 -5.5308  0.073
H: -2.3719 0.1569 -5.1063  0.075
H: 2.2416 -1.2919 0.2069  0.092
H: 2.3900 -3.0072 0.6717  0.075
H: 1.5514 -1.8861 1.7222  0.100
H: -0.7458 -1.6477 2.2674  0.111
H: -0.8628 -0.4437 3.4943  0.119
H: -3.0876 0.2548 2.5233  0.080
H: -2.9324 -1.0613 1.3621  0.036
H: -6.1438 -0.5086 4.7199  0.122
H: -5.4507 -0.6070 3.0948  0.089
H: -4.8135 1.5892 3.1404  0.064
H: -4.2894 1.4969 4.8450  0.078
H: -5.9903 1.7333 4.4209  0.076
H: -4.4881 -4.4125 1.7870  0.121
H: -3.1793 -3.2803 1.4068  0.087
H: -5.6496 -3.2992 0.2347  0.081
H: -6.0051 -2.2481 1.6023  0.075
H: -4.7668 -1.7828 0.4137  0.048
H: -0.8120 3.2507 2.9852  0.138
H: 0.3582 1.6483 5.0469  0.099
H: 0.9658 3.0967 4.2808  0.087
H: 1.4197 1.5793 3.5934  0.087
C: 3.1405 -4.9409 -1.8217  -0.194
C: 3.6044 -6.3382 -2.1781  -0.144
O: 4.8539 -6.1296 -2.8579  -0.174
S: 5.5978 -4.8554 -2.2436  0.587
O: 6.5477 -5.2717 -1.2816  -0.204
O: 5.9363 -3.9741 -3.3000  -0.212
O: 4.3369 -4.2447 -1.4585  -0.210
H: 2.6985 -4.4350 -2.6842  0.135
H: 2.4384 -4.9129 -0.9911  0.057
H: 2.9071 -6.8623 -2.8250  0.140
H: 3.7955 -6.9376 -1.2858  0.140
C: 7.8171 -1.2379 -2.0185  -0.153
C: 6.8301 -1.5125 -0.9060  -0.175
O: 7.2445 -0.6544 0.1633  -0.188
S: 7.8611 0.6972 -0.4432  0.598
O: 6.8542 1.6964 -0.4420  -0.229
O: 9.1275 0.9131 0.1446  -0.204
O: 8.0473 0.1779 -1.9460  -0.183
H: 8.7640 -1.7533 -1.8490  0.141
H: 7.4287 -1.5068 -2.9965  0.130
H: 6.8415 -2.5500 -0.5821  0.121
H: 5.8144 -1.2309 -1.1975  0.130